Entry from OMol25: a structure of composition H4O2 at a distorted geometry (ωB97M-V with the def2-TZVPD basis set).

E_HOMO	-9.52	eV
E	-4157.2874	eV
ΔE to the lowest compared entry with this formula, charge and spin	255.8	kJ/mol
2S+1	1

Positions of all 6 atoms, in Å:
O: 0.653 0.129 0.033
H: 0.765 1.044 0.290
H: 1.520 -0.260 0.148
O: -1.157 -0.610 -0.324
H: -0.217 -0.443 -0.256
H: -1.565 0.139 0.110



Entry from OMol25: a structure of composition C5H15N3OP at a distorted geometry (ωB97M-V with the def2-TZVPD basis set).

E_HOMO	-12.97	eV
E	-21226.8744	eV
ΔE to the lowest compared entry with this formula, charge and spin	263.3	kJ/mol
net charge	+1
2S+1	1

Positions of all 25 atoms, in Å:
C: 2.945 0.164 -0.370
C: 1.570 0.651 -0.848
C: 0.420 0.300 0.120
C: -0.920 0.846 -0.477
C: -2.100 1.015 0.526
N: -1.607 -0.100 -1.353
N: -1.989 1.505 1.709
N: -1.639 -1.974 0.619
O: -4.108 -0.506 -0.413
P: -3.365 0.673 -0.634
H: 3.732 0.280 -1.168
H: 2.827 -0.948 -0.119
H: 3.253 0.684 0.578
H: 1.737 1.688 -1.189
H: 1.363 0.129 -1.813
H: 0.430 -0.790 0.373
H: 0.452 0.710 1.187
H: -0.674 1.788 -1.026
H: -1.363 -0.957 -0.969
H: -1.297 0.066 -2.282
H: -1.196 2.105 1.880
H: -2.692 1.411 2.425
H: -2.266 -2.637 0.097
H: -0.620 -2.127 0.620
H: -1.924 -1.670 1.566



Entry from OMol25: a cluster of 2 separate species, C11H9BrF5O5 in total at a distorted geometry (ωB97M-V with the def2-TZVPD basis set).

E_HOMO	-13.17	eV
E	-105413.4890	eV
net charge	+1
2S+1	1

Positions of all 31 atoms, in Å:
O: -1.239 3.083 2.715
C: -1.497 1.956 2.479
Br: -1.881 0.703 3.900
C: -1.545 1.432 1.053
O: -2.065 0.090 1.025
C: -1.883 -0.540 -0.121
O: -1.991 -0.031 -1.214
O: -1.616 -1.846 0.000
C: -0.548 -2.189 0.876
F: -0.184 -3.414 0.466
F: -1.010 -2.319 2.124
C: 0.612 -1.234 0.793
C: 1.142 -0.684 1.956
C: 2.225 0.181 1.877
C: 2.785 0.503 0.644
C: 2.241 -0.058 -0.501
C: 2.826 0.239 -1.858
F: 2.958 -0.895 -2.573
F: 2.022 1.047 -2.584
F: 4.027 0.812 -1.777
C: 1.161 -0.925 -0.444
H: -0.525 1.437 0.667
H: -2.184 2.109 0.491
H: 0.726 -0.914 2.926
H: 2.642 0.583 2.790
H: 3.629 1.176 0.605
H: 0.744 -1.358 -1.344
O: -3.038 0.109 -3.691
H: -2.487 -0.249 -4.413
H: -3.552 0.885 -3.986
H: -2.493 0.310 -2.880



Entry from OMol25: an isolated molecule of C18H14F3N5O7S at a distorted geometry (ωB97M-V with the def2-TZVPD basis set).

E_HOMO	-6.83	eV
E	-59652.1802	eV
2S+1	1

Positions of all 48 atoms, in Å:
C: 4.747 -1.262 3.120
O: 3.907 -0.087 3.199
C: 2.565 -0.193 2.987
C: 1.879 1.010 2.711
C: 0.528 0.976 2.439
C: -0.197 -0.217 2.453
N: -1.581 -0.198 2.245
C: -2.362 1.003 1.905
N: -3.719 0.470 2.021
C: -4.909 1.194 1.640
C: -3.719 -0.762 2.556
C: -2.420 -1.182 2.677
C: 0.482 -1.416 2.737
C: 1.843 -1.413 3.017
H: 5.758 -0.855 3.055
H: 4.640 -1.870 4.030
H: 4.523 -1.867 2.228
H: 2.426 1.948 2.707
H: 0.027 1.911 2.240
H: -4.642 2.231 1.430
H: -5.362 0.744 0.747
H: -5.656 1.157 2.443
H: -4.617 -1.337 2.746
H: -2.081 -2.147 3.029
H: -0.058 -2.360 2.754
H: 2.355 -2.344 3.251
O: -1.274 5.611 0.814
S: -1.212 4.316 1.453
O: 0.088 3.793 1.839
C: -2.117 4.664 3.094
F: -1.378 5.555 3.774
F: -3.342 5.168 2.856
F: -2.250 3.547 3.857
C: -2.006 3.048 0.355
C: -2.181 1.631 0.605
C: -2.537 0.871 -0.559
N: -2.694 -0.518 -0.711
O: -2.208 -1.522 -0.211
O: -3.450 -0.669 -1.899
N: -3.676 0.524 -2.526
C: -3.092 1.451 -1.709
C: -3.028 2.872 -1.878
N: -3.578 3.580 -3.013
O: -4.463 3.071 -3.720
O: -3.136 4.738 -3.225
C: -2.384 3.609 -0.868
H: -2.180 1.759 2.680
H: -2.229 4.671 -1.037



> Which of these has the lowest E_HOMO?

C11H9BrF5O5



> Which formula does entry 2 have?

C5H15N3OP



Please write out number 3 again, unchanged.
Entry from OMol25: a cluster of 2 separate species, C11H9BrF5O5 in total at a distorted geometry (ωB97M-V with the def2-TZVPD basis set).

E_HOMO	-13.17	eV
E	-105413.4890	eV
net charge	+1
2S+1	1

Positions of all 31 atoms, in Å:
O: -1.239 3.083 2.715
C: -1.497 1.956 2.479
Br: -1.881 0.703 3.900
C: -1.545 1.432 1.053
O: -2.065 0.090 1.025
C: -1.883 -0.540 -0.121
O: -1.991 -0.031 -1.214
O: -1.616 -1.846 0.000
C: -0.548 -2.189 0.876
F: -0.184 -3.414 0.466
F: -1.010 -2.319 2.124
C: 0.612 -1.234 0.793
C: 1.142 -0.684 1.956
C: 2.225 0.181 1.877
C: 2.785 0.503 0.644
C: 2.241 -0.058 -0.501
C: 2.826 0.239 -1.858
F: 2.958 -0.895 -2.573
F: 2.022 1.047 -2.584
F: 4.027 0.812 -1.777
C: 1.161 -0.925 -0.444
H: -0.525 1.437 0.667
H: -2.184 2.109 0.491
H: 0.726 -0.914 2.926
H: 2.642 0.583 2.790
H: 3.629 1.176 0.605
H: 0.744 -1.358 -1.344
O: -3.038 0.109 -3.691
H: -2.487 -0.249 -4.413
H: -3.552 0.885 -3.986
H: -2.493 0.310 -2.880



> Which value of 2S+1 does entry 2 give?

1